{
  "formula": "C17H20ClN3O2",
  "method": "ωB97M-V with the def2-TZVPD basis set",
  "elements": ["C", "C", "N", "C", "C", "N", "C", "C", "Cl", "C", "C", "C", "C", "N", "C", "O", "C", "C", "C", "C", "O", "C", "C", "H", "H", "H", "H", "H", "H", "H", "H", "H", "H", "H", "H", "H", "H", "H", "H", "H", "H", "H", "H"],
  "xyz": [[0.502, -4.425, -0.612], [0.791, -3.886, 0.795], [0.637, -2.472, 1.040], [1.592, -1.567, 0.441], [1.155, -0.998, -0.918], [-0.147, -0.377, -0.739], [-0.548, 0.541, -1.748], [-0.852, 0.236, -3.068], [-0.761, -1.397, -3.644], [-1.235, 1.223, -3.966], [-1.316, 2.536, -3.543], [-1.020, 2.879, -2.236], [-0.638, 1.888, -1.341], [-0.320, 2.118, -0.013], [-0.299, 3.283, 0.693], [-0.573, 4.382, 0.253], [0.103, 3.072, 2.094], [0.243, 3.980, 3.113], [0.650, 3.243, 4.245], [0.728, 1.945, 3.839], [0.401, 1.827, 2.546], [-1.141, -1.354, -0.324], [-0.699, -1.920, 1.034], [-0.530, -4.241, -0.898], [0.669, -5.500, -0.622], [1.160, -3.973, -1.349], [1.824, -4.138, 1.059], [0.136, -4.400, 1.506], [2.552, -2.075, 0.341], [1.716, -0.723, 1.133], [1.865, -0.233, -1.242], [1.133, -1.793, -1.677], [-1.465, 0.955, -4.986], [-1.613, 3.302, -4.242], [-1.080, 3.900, -1.897], [-0.071, 1.248, 0.458], [0.074, 5.034, 3.041], [0.856, 3.624, 5.224], [0.995, 1.046, 4.359], [-2.103, -0.846, -0.216], [-1.256, -2.163, -1.058], [-1.403, -2.685, 1.365], [-0.713, -1.097, 1.761]],
  "lowdin_charge": [-0.08, -0.25, -0.19, -0.16, -0.16, -0.15, -0.21, -0.57, 0.73, -0.12, -0.07, 0.00, -0.14, 0.16, -0.40, 0.09, -0.18, 0.01, -0.05, -0.11, 0.03, -0.16, -0.16, 0.06, 0.07, 0.06, 0.11, 0.11, 0.12, 0.12, 0.13, 0.08, 0.10, 0.11, 0.10, 0.13, 0.12, 0.10, 0.12, 0.13, 0.08, 0.12, 0.12],
  "lumo_energy_ha": 0.0220,
  "e_above_lowest_kcal_mol": 21.3,
  "smiles": "CCN1CCN(c2c(Cl)cccc2NC(=O)c2ccco2)CC1",
  "gap_ev": 8.744,
  "total_charge": 0,
  "max_force_ev_per_a": 1.3
}

---

{
  "formula": "C17H20ClN3O2S",
  "method": "ωB97M-V with the def2-TZVPD basis set",
  "elements": ["N", "C", "C", "C", "C", "N", "C", "C", "C", "C", "C", "C", "S", "O", "O", "N", "C", "C", "C", "C", "C", "C", "Cl", "C", "H", "H", "H", "H", "H", "H", "H", "H", "H", "H", "H", "H", "H", "H", "H", "H", "H", "H", "H", "H"],
  "xyz": [[-4.288, -1.491, -1.542], [-2.960, -1.327, -1.210], [-1.935, -1.814, -2.024], [-0.618, -1.739, -1.631], [-0.228, -1.163, -0.412], [1.101, -1.073, -0.017], [1.491, -1.616, 1.271], [1.887, -3.092, 1.156], [3.042, -3.246, 0.171], [2.633, -2.667, -1.180], [2.156, -1.220, -0.998], [-1.261, -0.608, 0.351], [-1.035, 0.413, 1.807], [-2.148, 1.301, 1.931], [-0.726, -0.376, 2.969], [0.391, 1.315, 1.602], [1.038, 1.777, 0.472], [2.432, 1.886, 0.486], [3.132, 2.353, -0.608], [2.456, 2.720, -1.760], [1.076, 2.642, -1.789], [0.372, 2.190, -0.685], [-1.354, 2.181, -0.751], [-2.587, -0.707, -0.021], [-4.486, -1.632, -2.520], [-4.934, -0.879, -1.070], [-2.182, -2.265, -2.974], [0.131, -2.140, -2.293], [0.679, -1.506, 1.986], [2.357, -1.044, 1.626], [1.026, -3.667, 0.808], [2.171, -3.467, 2.141], [3.315, -4.297, 0.064], [3.915, -2.708, 0.550], [3.474, -2.683, -1.875], [1.833, -3.279, -1.599], [1.826, -0.787, -1.943], [3.000, -0.619, -0.639], [1.016, 1.068, 2.354], [2.961, 1.602, 1.385], [4.208, 2.426, -0.562], [2.995, 3.076, -2.623], [0.525, 2.945, -2.665], [-3.326, -0.247, 0.617]],
  "lowdin_charge": [0.10, -0.32, -0.01, 0.00, -0.22, -0.11, -0.17, -0.16, -0.20, -0.18, -0.17, -0.25, 0.66, -0.32, -0.31, -0.04, -0.32, -0.04, -0.09, -0.09, -0.10, -0.56, 0.81, -0.05, 0.09, 0.09, 0.11, 0.10, 0.09, 0.12, 0.12, 0.11, 0.11, 0.11, 0.11, 0.10, 0.12, 0.12, 0.11, 0.12, 0.11, 0.10, 0.10, 0.12],
  "lumo_energy_ha": 0.0263,
  "e_above_lowest_kcal_mol": 24.8,
  "smiles": "Nc1ccc(N2CCCCC2)c(S(=O)(=O)Nc2ccccc2Cl)c1",
  "gap_ev": 8.180,
  "total_charge": 0,
  "max_force_ev_per_a": 1.1
}

---

{
  "formula": "C17H20N2O2S",
  "method": "ωB97M-V with the def2-TZVPD basis set",
  "elements": ["C", "C", "C", "C", "C", "N", "C", "S", "C", "C", "O", "C", "C", "C", "C", "C", "C", "C", "C", "N", "C", "O", "H", "H", "H", "H", "H", "H", "H", "H", "H", "H", "H", "H", "H", "H", "H", "H", "H", "H", "H", "H"],
  "xyz": [[-0.319, 4.408, -2.383], [0.871, 3.508, -2.044], [0.789, 3.032, -0.623], [0.223, 1.849, -0.243], [-0.358, 0.866, -1.210], [0.144, 1.464, 1.062], [0.632, 2.247, 1.964], [0.553, 1.760, 3.639], [-0.148, 0.111, 3.360], [0.735, -0.658, 2.383], [1.927, -0.470, 2.332], [0.053, -1.672, 1.554], [-1.189, -2.219, 1.867], [-1.740, -3.179, 1.041], [-1.091, -3.611, -0.110], [-1.718, -4.648, -0.986], [0.160, -3.068, -0.430], [0.893, -3.510, -1.658], [0.714, -2.117, 0.410], [1.199, 3.438, 1.690], [1.323, 3.929, 0.381], [1.841, 5.010, 0.196], [-0.318, 5.279, -1.731], [-0.253, 4.747, -3.414], [-1.259, 3.876, -2.250], [0.908, 2.662, -2.729], [1.787, 4.091, -2.151], [-0.831, 0.058, -0.659], [-1.091, 1.346, -1.854], [0.427, 0.449, -1.838], [-0.154, -0.384, 4.332], [-1.161, 0.236, 2.986], [-1.717, -1.925, 2.761], [-2.700, -3.607, 1.294], [-1.860, -4.262, -1.995], [-1.075, -5.525, -1.057], [-2.683, -4.956, -0.592], [0.301, -3.311, -2.551], [1.088, -4.581, -1.622], [1.842, -2.989, -1.746], [1.680, -1.689, 0.187], [1.574, 4.016, 2.434]],
  "lowdin_charge": [-0.08, -0.20, -0.11, -0.23, -0.01, 0.10, -0.62, 1.01, -0.38, -0.45, 0.07, -0.17, -0.02, -0.03, -0.23, -0.04, -0.22, -0.04, 0.02, 0.15, -0.42, 0.07, 0.08, 0.07, 0.07, 0.10, 0.11, 0.07, 0.08, 0.09, 0.10, 0.08, 0.11, 0.11, 0.09, 0.09, 0.08, 0.08, 0.08, 0.08, 0.13, 0.15],
  "lumo_energy_ha": 0.0123,
  "e_above_lowest_kcal_mol": 1.9,
  "smiles": "CCc1c(C)nc(SCC(=O)c2ccc(C)c(C)c2)[nH]c1=O",
  "gap_ev": 8.754,
  "total_charge": 0,
  "max_force_ev_per_a": 0.7
}